# 1
CH2S2 | ωB97M-V/def2-TZVPD

Properties
Kohn-Sham gap = 8.47 eV
HOMO = -8.9 eV
energy above the lowest of the compared OMol25 structures with the same formula, charge and spin = 0.2876 eV
E_tot = -22738.8473 eV
SMILES = S=CS

Structure (XYZ):
```
5
Properties=species:S:1:pos:R:3:forces:R:3:lowdin_charge:R:1
C 0.447393 0.103922 -0.057486 1.49 -1.92 -0.05 -1.094
H -1.654355 0.251153 0.237846 -2.07 2.08 0.51 -0.192
H 0.380021 1.193346 -0.113014 -0.03 -0.26 0.09 0.013
S -1.043273 -0.808863 -0.045714 1.68 -1.12 -0.42 0.732
S 1.870212 -0.739556 -0.021631 -1.07 1.22 -0.13 0.541
```
Positions in Å, forces in eV/Å.

---

# 2
C20H50NO2P2Si4V | ωB97M-V/def2-TZVPD

Properties
Kohn-Sham gap (alpha / beta) = 5.76 / 6.14 eV
net charge = +1
HOMO (alpha / beta) = -8.4 / -9.0 eV
E_tot = -102907.0589 eV
spin multiplicity = 4

Structure (XYZ):
```
80
Properties=species:S:1:pos:R:3:forces:R:3:mulliken_spin:R:1
V 0.123153 1.362729 0.587909 0.26 -1.88 -0.90 2.600
P -2.070323 0.536824 -0.026978 -1.20 -0.09 -1.06 0.016
C -2.018995 0.886126 -1.874692 -0.22 0.79 0.24 -0.031
C -0.738115 1.496617 -2.384553 -0.09 0.90 -1.72 0.069
N 0.327019 1.597811 -1.593668 0.25 -1.59 0.99 -0.071
C 1.571783 1.703868 -2.096488 0.01 1.06 -0.28 0.030
C 1.742308 2.224139 -3.385327 0.34 -0.67 0.87 0.005
C 0.614950 2.385793 -4.175641 -0.67 0.27 -0.31 0.008
C -0.643634 1.983481 -3.714816 1.67 -0.60 1.81 0.003
C 2.705065 1.306040 -1.167062 0.23 0.45 -0.41 -0.004
P 2.199320 -0.026953 0.063979 1.07 0.63 -1.04 0.003
H -1.516874 2.018244 -4.290542 -0.94 0.02 -0.98 0.000
H 2.756344 2.480035 -3.692568 -0.37 -0.18 -0.27 0.000
H 0.707620 2.812614 -5.175089 -0.01 -0.13 0.25 0.000
H 3.548061 0.914186 -1.755248 -0.19 0.25 0.01 -0.003
H 3.088097 2.197269 -0.641256 -0.10 -0.30 0.01 0.019
H -2.306306 -0.001372 -2.439635 0.38 -0.09 -0.13 0.004
H -2.821029 1.613205 -2.076296 0.10 -0.29 0.01 -0.002
H -0.708911 -2.171837 -3.036188 0.99 0.16 0.34 -0.001
O -0.978038 -2.462342 -3.907335 -0.90 0.16 0.58 0.000
H -1.905338 -2.604044 -3.661054 -0.09 -0.33 -0.83 0.000
H -0.136903 -2.650853 0.849544 0.42 1.26 1.92 0.021
O -0.326947 -3.011065 0.013670 -0.54 -0.46 -1.95 0.004
H -0.206928 -3.945618 0.140836 0.04 -0.76 -0.13 0.002
C 2.262898 -1.460203 -1.076527 -0.48 -0.31 -0.45 0.011
H 2.762525 -1.172399 -2.015224 -0.25 -0.01 0.29 0.002
H 2.858531 -2.287493 -0.661288 -0.43 0.26 0.06 0.001
H 1.233836 -1.803268 -1.281052 0.60 -0.06 0.05 -0.006
C 3.873375 -0.227017 0.809104 0.15 0.06 0.21 -0.004
H 3.958564 -1.175748 1.343422 -0.20 0.15 0.04 0.001
H 4.632794 -0.256164 0.018214 -0.29 0.05 -0.06 0.000
H 4.137635 0.592420 1.481241 -0.09 -0.15 -0.06 0.001
C -3.409034 1.773910 0.250977 -0.27 -0.05 0.32 0.006
H -4.264758 1.449105 -0.353643 0.15 0.31 0.00 0.000
H -3.771219 1.861252 1.278903 0.28 -0.04 -0.11 -0.001
H -3.027746 2.747363 -0.087537 -0.29 -0.21 0.07 -0.001
C -3.078076 -1.032662 -0.072892 -0.06 -0.22 0.01 0.016
H -3.539650 -1.262737 0.906084 0.57 0.06 -0.55 -0.001
H -3.927490 -0.882264 -0.769789 0.51 0.08 0.20 -0.001
H -2.480532 -1.902746 -0.416535 -0.20 0.59 0.34 -0.002
C -3.395215 -0.043364 3.341763 -0.47 -0.14 0.05 0.006
Si -1.915349 -1.192597 3.646048 0.35 0.62 0.03 0.044
C -1.846605 -1.245782 5.556576 -0.20 -0.10 -0.04 0.005
C -2.229927 -2.946069 2.990506 -0.28 -0.11 -0.03 0.005
Si 0.045902 -0.370113 2.449414 -0.65 -1.77 0.28 0.061
Si 0.408066 1.935513 2.840882 0.02 -1.86 1.75 -0.005
C 0.300172 1.736358 4.674809 0.24 1.33 0.32 0.066
C 2.077720 2.607071 2.263523 -0.15 0.41 0.18 0.056
C -0.986271 3.022877 2.162023 0.13 0.52 0.36 0.073
Si 1.645689 -1.786974 3.660711 0.14 0.55 0.01 -0.003
C 1.114401 -2.613134 5.302118 -0.06 -0.01 -0.15 0.001
C 2.153693 -3.198425 2.491371 0.35 -0.11 0.06 0.011
C 3.134864 -0.726486 4.195751 0.35 -0.26 0.01 0.007
H -4.197470 -0.295049 4.054176 0.24 0.09 -0.10 0.000
H -3.854387 -0.139810 2.352497 0.17 0.22 0.24 -0.001
H -3.126506 1.009661 3.518801 -0.07 -0.27 -0.06 0.001
H -2.869736 -1.159556 5.958004 0.21 0.03 -0.23 0.000
H -1.456375 -2.197352 5.945150 0.06 0.45 -0.12 0.001
H -1.277280 -0.395412 5.963764 -0.07 -0.43 -0.03 0.000
H -2.100661 -3.038577 1.903663 0.07 0.09 0.29 0.002
H -1.578692 -3.679903 3.484228 0.01 0.19 -0.12 0.000
H -3.257892 -3.274890 3.201015 0.13 0.14 0.08 0.001
H 0.981296 0.968530 5.072402 -0.35 0.41 -0.23 -0.009
H 0.603354 2.737829 5.017013 -0.15 -0.21 0.84 0.007
H -0.735097 1.517535 4.974013 0.38 0.16 -0.05 -0.003
H 2.197236 2.938424 1.217469 -0.10 -0.05 0.31 -0.013
H 2.113874 3.503094 2.896853 0.43 0.19 -0.26 0.002
H 2.918095 1.953965 2.535107 -0.40 0.15 -0.01 0.000
H -1.001062 3.336757 1.101460 0.01 -0.04 0.12 -0.024
H -1.988590 2.700696 2.463549 0.33 -0.07 -0.10 0.006
H -0.756457 3.933201 2.734326 -0.21 0.21 -0.35 0.006
H 0.355511 -3.398613 5.155857 0.03 0.45 0.14 0.001
H 1.972741 -3.132756 5.758285 0.01 0.23 -0.35 -0.001
H 0.785309 -1.867508 6.044967 -0.05 -0.37 -0.34 -0.001
H 2.226412 -2.891539 1.438996 -0.17 -0.10 0.25 -0.002
H 3.134566 -3.617252 2.759375 -0.13 0.12 0.08 0.001
H 1.451836 -4.041125 2.577099 0.01 0.26 -0.13 0.004
H 3.834270 -0.532810 3.375152 -0.22 0.14 0.19 -0.001
H 2.828057 0.230786 4.641926 0.14 -0.28 -0.17 0.000
H 3.724377 -1.267245 4.953502 -0.22 0.12 -0.11 0.000
```
Positions in Å, forces in eV/Å.

---

# 3
C2H6Cl2N2O2 | ωB97M-V/def2-TZVPD

Properties
Kohn-Sham gap = 10.48 eV
HOMO = -10.0 eV
energy above the lowest of the compared OMol25 structures with the same formula, charge and spin = 0.7633 eV
E_tot = -34290.9332 eV
SMILES = N[C@](O)(Cl)[C@](N)(O)Cl

Structure (XYZ):
```
14
Properties=species:S:1:pos:R:3:forces:R:3:lowdin_charge:R:1
C 0.584746 -0.628126 0.164242 -1.05 0.22 -1.71 -0.816
C -0.453853 0.542966 0.042636 -0.92 0.08 0.66 -0.949
N 0.432229 -1.595112 -1.003226 0.88 1.00 3.19 0.074
N -0.324745 1.558651 1.007159 -1.70 -0.09 3.65 0.038
O 0.417659 -1.340897 1.338448 1.13 0.81 -1.14 -0.017
O -0.305950 1.140450 -1.146104 1.30 -2.29 -2.00 -0.046
Cl 2.122999 0.443975 0.009932 0.36 -1.47 0.43 0.618
Cl -2.151165 -0.371681 0.076590 0.41 0.54 0.07 0.531
H 1.353752 -1.896436 -1.268678 0.38 0.01 -0.26 0.069
H 0.024878 -1.097057 -1.744208 -0.58 0.69 -1.32 0.042
H -1.046132 2.287785 0.858662 0.65 -0.61 -0.16 0.103
H -0.516173 1.264291 2.036173 0.64 0.17 -2.45 0.146
H 0.639567 -2.219505 1.000289 -0.29 -0.38 0.69 0.107
H -0.777816 1.910702 -1.371912 -1.20 1.32 0.36 0.100
```
Positions in Å, forces in eV/Å.

---

# 4
C6H17IrN3O7P2 | ωB97M-V/def2-TZVPD

Properties
Kohn-Sham gap (alpha / beta) = 10.63 / 7.60 eV
net charge = +2
HOMO (alpha / beta) = -17.9 / -18.0 eV
energy above the lowest of the compared OMol25 structures with the same formula, charge and spin = 0.0000 eV
E_tot = -46707.8507 eV
spin multiplicity = 2

Structure (XYZ):
```
36
Properties=species:S:1:pos:R:3:forces:R:3:mulliken_spin:R:1
Ir 0.535530 -0.416929 0.066358 -0.07 0.06 0.11 0.654
C -1.848701 -0.553489 1.813328 0.00 -0.01 -0.02 -0.004
C -2.185360 -1.219467 0.489460 -0.01 0.00 0.03 0.011
N -1.426316 -0.524764 -0.595230 0.01 0.02 0.00 0.005
C -1.957356 0.841529 -0.943047 0.02 0.01 0.00 -0.001
C -0.806493 1.824282 -1.091077 -0.02 0.00 0.01 0.011
N 0.156507 1.616540 0.040174 0.00 -0.04 0.00 0.007
C -0.325750 2.101420 1.378221 0.00 0.03 -0.01 -0.011
C -0.014374 1.061132 2.441039 0.01 -0.01 0.02 0.011
N -0.361455 -0.297185 1.901232 -0.02 -0.01 0.02 -0.009
H -2.355938 0.403394 1.920422 0.00 0.00 0.00 0.000
H -2.158643 -1.178137 2.649213 0.00 0.00 0.00 0.000
H -1.871314 -2.262744 0.477947 0.00 0.00 0.00 -0.001
H -3.257830 -1.178035 0.295198 0.00 0.00 0.00 0.002
H -1.416715 -1.115979 -1.437090 0.01 -0.01 0.00 0.001
H -2.531871 0.783459 -1.865961 0.00 0.00 0.00 -0.002
H -2.643365 1.146763 -0.154916 0.00 0.00 0.00 0.001
H -0.248353 1.650327 -2.011671 0.00 0.00 0.00 -0.002
H -1.165302 2.854163 -1.097928 0.00 0.00 0.00 -0.003
H 1.037400 2.079144 -0.216521 0.00 -0.01 0.01 0.006
H 0.158691 3.045569 1.621948 -0.01 0.00 0.00 0.002
H -1.394275 2.296529 1.305356 0.00 0.00 0.00 0.000
H 1.050248 1.045382 2.673331 0.00 0.00 0.00 -0.001
H -0.569087 1.256022 3.359470 0.00 -0.01 0.00 0.000
H 0.054484 -0.998506 2.513343 0.00 0.00 0.00 -0.001
O 4.206299 -0.770905 -1.126972 0.01 0.00 -0.01 0.001
P 2.971205 0.131258 -0.930066 -0.03 0.05 0.04 0.004
O 2.919274 1.508481 -1.390254 0.01 -0.02 -0.01 0.006
O 2.412326 -0.111099 0.535499 0.01 -0.03 -0.01 0.156
O 1.670467 -0.701646 -1.670754 0.09 -0.03 -0.12 -0.006
P 1.086898 -2.309452 -1.742030 -0.08 0.01 -0.06 0.003
O 2.318181 -3.199521 -2.002170 0.02 0.00 0.02 0.000
O -0.064245 -2.298638 -2.631599 0.01 -0.04 0.00 0.005
O 0.743506 -2.353787 -0.195987 0.00 0.02 0.00 0.152
H 4.976479 -0.393615 -1.583541 -0.01 0.00 0.00 0.000
H 2.305246 -3.761495 -2.794727 0.01 0.00 0.00 0.000
```
Positions in Å, forces in eV/Å.

---

- Which of these has the highest E_tot?
  CH2S2